DFT (ωB97M-V/def2-TZVPD) results for a 2-piece molecular cluster, C9H11BN2 overall in a non-equilibrium geometry.

Each atom is followed by the atoms it is bonded to, with distances in Å.
Geometry (Å):
1 B -1.34 0.79 -0.10  C2 1.531, N12 1.351
2 C -1.87 2.20 -0.40  B1 1.531, N11 1.142
3 C 3.71 0.03 -0.12  C4 1.400, C5 1.362, H13 1.099
4 C 3.00 0.38 1.03  C3 1.400, C6 1.424, H14 1.083
5 C 3.01 0.09 -1.29  C3 1.362, C7 1.345, H15 1.093
6 C 1.60 0.59 1.05  C4 1.424, C8 1.404, H16 1.111
7 C 1.67 0.23 -1.33  C5 1.345, C8 1.389, H17 1.194
8 C 0.95 0.56 -0.19  C6 1.404, C7 1.389
9 C -1.41 -1.49 0.56  N12 1.423, H18 1.072, H19 1.095, H20 1.117
10 C -3.54 -0.48 -0.01  N12 1.469, H21 1.040, H22 1.161, H23 1.052
11 N -2.10 3.28 -0.70  C2 1.142
12 N -2.08 -0.32 0.09  B1 1.351, C9 1.423, C10 1.469
13 H 4.78 -0.22 -0.04  C3 1.099
14 H 3.53 0.37 1.98  C4 1.083
15 H 3.44 -0.18 -2.26  C5 1.093
16 H 0.95 0.48 1.95  C6 1.111
17 H 1.11 0.43 -2.37  C7 1.194
18 H -1.36 -1.38 1.63  C9 1.072
19 H -2.13 -2.30 0.44  C9 1.095
20 H -0.40 -1.69 0.13  C9 1.117
21 H -3.88 -0.59 0.96  C10 1.040
22 H -3.74 0.56 -0.49  C10 1.161
23 H -3.90 -1.32 -0.53  C10 1.052

HOMO, eV: -9.1
Total charge: 0
LUMO level, hartree: 0.012
ΔE to the lowest compared entry with this formula, charge and spin, kJ/mol: 366.6

Atom charges from the Löwdin analysis, given in e for atoms 1 to 2: atom 1 (B): -0.223, atom 2 (C): -0.131

=====

DFT (ωB97M-V/def2-TZVPD) results for a 2-piece molecular cluster, C9H11BNO4 overall in a non-equilibrium geometry.

Each atom is followed by the atoms it is bonded to, with distances in Å.
Geometry (Å):
1 B 0.44 0.58 0.21  C7 1.869, N11 1.815, O14 1.572, O15 1.406
2 C -3.31 -2.10 -0.14  C3 1.391, C4 1.420, H16 1.047
3 C -3.44 -0.74 0.12  C2 1.391, C5 1.388, H17 1.107
4 C -2.06 -2.63 -0.53  C2 1.420, C6 1.352, H18 1.083
5 C -2.32 0.05 0.34  C3 1.388, C7 1.463, H19 0.982
6 C -0.96 -1.85 -0.46  C4 1.352, C7 1.375, H20 1.010
7 C -1.03 -0.55 -0.01  B1 1.869, C5 1.463, C6 1.375
8 C -0.75 3.48 0.20  O12 1.208, O13 1.162
9 C 4.35 -0.40 -0.34  C10 1.510, H21 1.140, H22 1.102, H23 1.059
10 C 2.86 -0.37 -0.06  C9 1.510, N11 1.268, H24 1.094
11 N 2.14 0.61 -0.41  B1 1.815, C10 1.268
12 O -0.08 4.42 -0.17  C8 1.208
13 O -1.70 3.07 0.73  C8 1.162
14 O 0.07 1.91 -0.55  B1 1.572, H25 0.981
15 O 0.51 0.93 1.57  B1 1.406, H26 0.976
16 H -4.10 -2.79 -0.23  C2 1.047
17 H -4.45 -0.36 0.36  C3 1.107
18 H -1.90 -3.65 -0.87  C4 1.083
19 H -2.13 0.93 0.71  C5 0.982
20 H -0.09 -2.31 -0.70  C6 1.010
21 H 4.74 -0.16 0.70  C9 1.140
22 H 4.71 -1.37 -0.71  C9 1.102
23 H 4.61 0.41 -0.96  C9 1.059
24 H 2.49 -1.15 0.61  C10 1.094
25 H 0.92 2.15 -0.97  O14 0.981
26 H 0.48 1.90 1.56  O15 0.976

HOMO, eV: -4.8
Total charge: -1
LUMO level, hartree: 0.126
ΔE to the lowest compared entry with this formula, charge and spin, kJ/mol: 278.3

Atom charges from the Löwdin analysis, given in e for atoms 1 to 2: atom 1 (B): -0.625, atom 2 (C): -0.113

=====

DFT (ωB97M-V/def2-TZVPD) results for one molecule with the formula C9H11BO4 in a non-equilibrium geometry.

Each atom is followed by the atoms it is bonded to, with distances in Å.
Geometry (Å):
1 B 2.60 -0.06 0.80  C7 1.571, O13 1.366, O14 1.367
2 C 2.03 -2.22 0.10  C4 1.535, O11 1.177, O13 1.402
3 C 2.51 1.99 -0.31  C5 1.575, O12 1.186, O14 1.361
4 C 1.08 -1.80 -1.02  C2 1.535, C6 1.572, H15 1.047, H16 1.211
5 C 1.20 1.38 -0.95  C3 1.575, C9 1.494, H17 1.109, H18 1.035
6 C -0.12 -0.79 -0.85  C4 1.572, C9 1.543, H19 1.209, H20 1.084
7 C 1.09 -0.14 1.23  B1 1.571, C8 1.710, C9 1.550, H21 1.072
8 C -0.23 0.94 1.11  C7 1.710, C9 1.488, C10 1.499, H22 1.148
9 C 0.48 0.41 -0.09  C5 1.494, C6 1.543, C7 1.550, C8 1.488
10 C -1.61 0.71 1.64  C8 1.499, H23 1.134, H24 1.076, H25 1.175
11 O 1.92 -3.32 0.52  C2 1.177
12 O 2.84 3.12 -0.36  C3 1.186
13 O 3.03 -1.33 0.52  B1 1.366, C2 1.402
14 O 3.23 1.09 0.42  B1 1.367, C3 1.361
15 H 1.83 -1.60 -1.73  C4 1.047
16 H 0.52 -2.82 -1.35  C4 1.211
17 H 0.78 2.36 -1.25  C5 1.109
18 H 1.63 1.03 -1.83  C5 1.035
19 H -0.45 -0.32 -1.91  C6 1.209
20 H -0.88 -1.34 -0.31  C6 1.084
21 H 0.58 -1.00 1.62  C7 1.072
22 H 0.24 1.99 1.20  C8 1.148
23 H -1.84 -0.38 1.41  C10 1.134
24 H -2.43 1.21 1.16  C10 1.076
25 H -1.76 1.03 2.76  C10 1.175

HOMO, eV: -9.8
Total charge: 0
LUMO level, hartree: 0.017
ΔE to the lowest compared entry with this formula, charge and spin, kJ/mol: 380.7
SMILES: C[C@H]1[C@@H]2B3OC(=O)CC[C@@]12CC(=O)O3

Atom charges from the Löwdin analysis, given in e for atoms 1 to 2: atom 1 (B): -0.556, atom 2 (C): -0.454

=====

DFT (ωB97M-V/def2-TZVPD) results for an isolated ion of composition C9H11BrN and charge +1 in a non-equilibrium geometry.

Each atom is followed by the atoms it is bonded to, with distances in Å.
Geometry (Å):
1 C -2.55 1.01 1.89  C2 1.402, C3 1.344, H12 1.087
2 C -1.87 -0.05 2.49  C1 1.402, C4 1.363, H13 1.076
3 C -2.11 1.53 0.73  C1 1.344, C5 1.400, H14 1.139
4 C -0.74 -0.51 1.89  C2 1.363, C6 1.384, H15 1.079
5 C -0.93 1.11 0.10  C3 1.400, C6 1.425, H16 1.053
6 C -0.27 -0.01 0.69  C4 1.384, C5 1.425, C7 1.436
7 C 1.08 -0.28 0.26  C6 1.436, N10 1.481, Br11 1.961
8 C 2.69 -0.27 -1.60  N10 1.392, H17 1.082, H18 1.039, H19 1.107
9 C 0.34 -1.06 -2.12  N10 1.515, H20 1.038, H21 1.130, H22 1.093
10 N 1.37 -0.46 -1.18  C7 1.481, C8 1.392, C9 1.515
11 Br 2.58 -0.63 1.47  C7 1.961
12 H -3.48 1.37 2.32  C1 1.087
13 H -2.22 -0.60 3.35  C2 1.076
14 H -2.72 2.39 0.30  C3 1.139
15 H -0.24 -1.38 2.28  C4 1.079
16 H -0.43 1.73 -0.59  C5 1.053
17 H 3.43 -1.06 -1.63  C8 1.082
18 H 3.05 0.51 -1.03  C8 1.039
19 H 2.65 0.19 -2.61  C8 1.107
20 H 0.34 -0.42 -2.94  C9 1.038
21 H -0.63 -1.07 -1.54  C9 1.130
22 H 0.65 -2.03 -2.53  C9 1.093

2S+1: 3
HOMO (alpha / beta), eV: -11.4 / -13.3
Total charge: +1
LUMO level (alpha / beta), hartree: -0.108 / -0.293
ΔE to the lowest compared entry with this formula, charge and spin, kJ/mol: 31.6

Atom charges from the Löwdin analysis, given in e for atoms 1 to 2: atom 1 (C): -0.051, atom 2 (C): -0.021

=====

DFT (ωB97M-V/def2-TZVPD) results for one molecule with the formula C9H11BrN2O4 in a non-equilibrium geometry.

Each atom is followed by the atoms it is bonded to, with distances in Å.
Geometry (Å):
1 O 0.45 -1.32 -1.17  C7 1.176
2 Br 3.12 0.18 6.15  C11 1.910
3 N 2.32 -1.51 -0.10  C7 1.420, C8 1.290
4 O 3.97 -1.89 1.06  C8 1.316, H17 1.001
5 O -2.83 3.37 -2.06  C15 1.401, H18 0.973
6 O -0.78 1.76 -0.40  C14 1.452, C16 1.442
7 C 1.03 -0.94 -0.21  O1 1.176, N3 1.420, N13 1.371
8 C 2.75 -1.39 1.11  N3 1.290, O4 1.316, C9 1.521
9 C 2.08 -0.70 2.29  C8 1.521, C10 1.459, C12 1.429
10 C 0.91 0.10 1.91  C9 1.459, N13 1.394, H19 1.067
11 C 2.23 0.36 4.46  Br2 1.910, C12 1.362, H20 1.133
12 C 2.60 -0.64 3.61  C9 1.429, C11 1.362, H21 1.081
13 N 0.54 0.07 0.57  C7 1.371, C10 1.394, C14 1.486
14 C -0.86 0.48 0.27  O6 1.452, N13 1.486, H22 1.103, H23 1.068
15 C -1.46 3.18 -2.30  O5 1.401, C16 1.619, H24 1.029, H25 1.090
16 C -0.97 1.71 -1.83  O6 1.442, C15 1.619, H26 1.088, H27 1.079
17 H 3.82 -2.32 0.17  O4 1.001
18 H -3.03 3.17 -1.13  O5 0.973
19 H 0.43 0.82 2.54  C10 1.067
20 H 1.63 1.29 4.25  C11 1.133
21 H 3.19 -1.53 3.77  C12 1.081
22 H -1.38 -0.28 -0.33  C14 1.103
23 H -1.52 0.61 1.10  C14 1.068
24 H -0.99 3.89 -1.73  C15 1.029
25 H -1.14 3.45 -3.30  C15 1.090
26 H -1.75 0.99 -2.08  C16 1.088
27 H -0.07 1.38 -2.33  C16 1.079

HOMO, eV: -8.6
Total charge: 0
LUMO level, hartree: -0.026
ΔE to the lowest compared entry with this formula, charge and spin, kJ/mol: 361.7
SMILES: O=c1nc(O)c(/C=C/Br)cn1COCCO

Atom charges from the Löwdin analysis, given in e for atoms 1 to 2: atom 1 (O): 0.107, atom 2 (Br): 0.650

=====

DFT (ωB97M-V/def2-TZVPD) results for an isolated ion of composition C9H11BrO3P and charge -1 in a non-equilibrium geometry.

Each atom is followed by the atoms it is bonded to, with distances in Å.
Geometry (Å):
1 C -0.29 -4.28 -0.69  C2 1.390, C3 1.403, H15 1.144
2 C -1.25 -3.40 -0.22  C1 1.390, C4 1.397, H16 1.057
3 C 1.00 -3.74 -0.84  C1 1.403, C5 1.345, H17 1.065
4 C -0.96 -2.07 0.11  C2 1.397, C6 1.400, H18 1.094
5 C 1.34 -2.51 -0.42  C3 1.345, C6 1.402, H19 1.038
6 C 0.37 -1.64 0.10  C4 1.400, C5 1.402, C9 1.376
7 C -1.20 3.85 1.50  C8 1.548, H20 1.069, H21 1.068, H22 1.046
8 C -0.31 2.94 0.62  C7 1.548, O12 1.414, H23 1.191, H24 1.133
9 C 0.71 -0.40 0.60  C6 1.376, Br14 2.014, H25 1.041
10 O -0.12 1.97 -2.15  P13 1.496
11 O 2.35 2.88 -2.10  P13 1.466
12 O 0.62 3.55 -0.27  C8 1.414, P13 1.650
13 P 1.09 2.50 -1.45  O10 1.496, O11 1.466, O12 1.650, Br14 2.312
14 Br 2.06 0.94 -0.04  C9 2.014, P13 2.312
15 H -0.41 -5.40 -0.87  C1 1.144
16 H -2.17 -3.91 -0.11  C2 1.057
17 H 1.75 -4.47 -1.07  C3 1.065
18 H -1.68 -1.36 0.51  C4 1.094
19 H 2.29 -2.11 -0.30  C5 1.038
20 H -1.75 4.56 0.93  C7 1.069
21 H -1.85 3.08 1.86  C7 1.068
22 H -0.70 4.24 2.33  C7 1.046
23 H -1.07 2.51 -0.19  C8 1.191
24 H 0.25 2.11 1.15  C8 1.133
25 H -0.05 0.16 1.04  C9 1.041

HOMO, eV: -3.0
Total charge: -1
LUMO level, hartree: 0.119
ΔE to the lowest compared entry with this formula, charge and spin, kJ/mol: 56.8

Atom charges from the Löwdin analysis, given in e for atoms 1 to 2: atom 1 (C): -0.147, atom 2 (C): -0.131